Here is a molecular structure, Ag2ClF15Sr9 in a non-equilibrium geometry from the OMol25 dataset. Energies are from the ωB97M-V functional and the def2-TZVPD basis.

Computed properties:
Molar mass   1324.7 g/mol
Charge   +4
F_max   4.99 eV Å⁻¹
HOMO-LUMO gap   1.57 eV
HOMO level   -0.5346 hartree

CARTESIAN COORDINATES (ANGSTROEM)
Sr 3.545 5.549 -0.409
Sr -0.064 3.074 -5.175
Sr -2.959 -3.383 2.139
Sr -6.871 -2.104 2.624
Sr -2.267 1.720 2.929
Sr 0.729 1.149 -0.405
Sr 2.515 -5.298 -7.873
Sr 2.331 -0.506 -3.482
Sr 1.287 -2.642 1.456
Ag -2.127 0.789 -2.541
Ag 4.538 0.044 -0.680
F 1.460 3.566 3.838
F 4.891 -0.375 -2.972
F 3.046 1.696 -1.586
F -3.326 4.455 2.814
F -1.168 -3.273 0.468
F -3.186 -5.312 -1.136
F 4.060 -3.558 0.519
F 5.237 4.987 2.817
F 0.991 -3.677 5.234
F -1.693 -1.318 4.595
F -3.545 2.131 -1.394
F -6.009 -0.168 1.446
F -5.666 -4.732 1.910
F -0.295 -0.741 -4.560
F 3.014 3.396 -2.655
Cl 1.535 4.530 2.077